C23H24ClF5N2O6PPtSi | ωB97M-V/def2-TZVPD

Last column: natural (NBO) charge in e.
Cartesian coordinates (Å):
Pt 0.0821 0.4099 0.9970  1.006
O -4.1006 -1.4454 -2.9405  -0.686
C -2.9254 -1.4478 -3.5106  0.780
O -2.7724 -1.7959 -4.6609  -0.615
C -1.7450 -0.9941 -2.6809  -0.249
C -0.4573 -0.8905 -3.1676  0.158
Cl 0.0317 -1.3180 -4.7381  0.098
N 0.3698 -0.4635 -2.1755  -0.172
N -0.3627 -0.2828 -1.0480  -0.275
C -1.6260 -0.5888 -1.3203  0.069
C -2.6380 -0.5681 -0.1753  0.761
O -3.7935 -0.9974 -0.4096  -0.724
O -2.2242 -0.1713 0.9271  -0.728
C 1.7997 -0.1897 -2.1812  0.110
C 2.4311 0.0732 -0.9786  -0.188
C 3.7830 0.3653 -0.9440  -0.184
C 4.5353 0.3716 -2.1068  -0.216
C 3.9069 0.1063 -3.3113  -0.233
C 2.5464 -0.1635 -3.3575  -0.182
H -4.0518 -1.2535 -1.9253  0.515
H 1.8742 0.0676 -0.0533  0.238
H 4.2427 0.5869 0.0124  0.220
H 5.5987 0.5780 -2.0738  0.207
H 4.4718 0.1116 -4.2357  0.207
H 2.0869 -0.3446 -4.3081  0.220
C 0.5471 -4.6357 2.0114  -1.007
P -0.2963 -3.2572 1.2078  1.962
C -0.7810 -3.8845 -0.4122  -1.019
C -1.8149 -3.0501 2.1447  -1.037
O 0.5764 -2.0428 1.1119  -1.113
H -0.0945 -5.5202 2.0410  0.234
H 0.7994 -4.3301 3.0289  0.251
H 1.4685 -4.8607 1.4709  0.247
H -1.1947 -4.8935 -0.3485  0.238
H 0.1056 -3.8880 -1.0492  0.250
H -1.5260 -3.2164 -0.8475  0.260
H -2.5051 -3.8701 1.9289  0.238
H -2.2721 -2.0935 1.8778  0.306
H -1.5800 -3.0380 3.2111  0.244
F -1.5844 2.0779 3.0015  -0.302
C -0.5065 1.5845 3.6230  0.301
C 0.4029 0.8037 2.9236  -0.287
C 1.4767 0.3444 3.6538  0.292
F 2.4174 -0.4165 3.0643  -0.317
C 1.6563 0.6275 4.9932  0.246
F 2.7182 0.1590 5.6596  -0.307
C 0.7310 1.4067 5.6527  0.250
F 0.8980 1.7035 6.9443  -0.303
C -0.3595 1.8926 4.9608  0.252
F -1.2538 2.6545 5.5991  -0.304
C 0.3592 3.1360 -2.6064  -1.146
Si -0.3424 3.1941 -0.8454  1.920
C -2.1819 2.7851 -0.9726  -1.145
C -0.3192 5.0073 -0.3149  -1.134
O 0.4971 2.2612 0.1493  -1.231
H 0.2122 4.0916 -3.1269  0.223
H -0.1152 2.3519 -3.2144  0.218
H 1.4372 2.9288 -2.5797  0.231
H -2.7338 3.5739 -1.4977  0.223
H -2.5995 2.6774 0.0372  0.246
H -2.3545 1.8398 -1.5025  0.214
H -0.7246 5.6484 -1.1080  0.216
H 0.7009 5.3438 -0.0903  0.225
H -0.9279 5.1482 0.5860  0.229

Summary:
Kohn-Sham gap in eV: 7.1
LUMO energy in hartree: 0.082
E_HOMO in eV: -4.91
Multiplicity: 1
Charge: -1
Energy relative to the best compared isomer or geometry (same formula, charge and spin) in kJ/mol: 0.0